1.
The following is a DFT calculation (wB97M-V/def2-TZVPD) of a 2-piece molecular cluster, C11H23BF3N3O7PS overall at a distorted geometry.

Output
- Largest force on an atom: 9.92 eV/Å
- Highest occupied orbital energy: -0.408 Ha
- Energy above the lowest of the compared OMol25 structures with the same formula, charge and spin: 11.765 eV
- Kohn-Sham gap: 5.984 eV
- Energy: -59516.005 eV
- LUMO energy: -5.13 eV

The geometry in ORCA input format:
```
! wB97M-V def2-TZVPD RIJCOSX def2/J DEFGRID3
* xyz 1 1
C 5.0539 -2.3770 -1.3237
C 4.3885 -3.8348 -1.7650
C 2.7847 -3.9544 -1.4468
N 1.8716 -3.5377 -2.5785
N 1.8743 -2.1516 -2.6038
C 2.7326 -1.4350 -3.6233
N 2.6258 0.0653 -3.4549
C 1.6550 0.2334 -2.3063
S 1.1584 1.9511 -1.6346
O -0.3128 1.9812 -1.1051
O 1.4390 3.0835 -2.6672
C 2.3115 2.2518 -0.1453
F 1.9019 3.4442 0.6611
F 2.3438 0.9868 0.6801
F 3.6965 2.4528 -0.7135
C 1.0939 -1.2206 -1.7014
B 0.0163 -1.5179 -0.4949
C 0.2469 -2.4903 0.8112
O -1.3236 -0.8487 -0.6092
H 5.4158 -1.8632 -2.3370
H 6.0023 -2.4790 -0.6453
H 4.2129 -1.6724 -0.8672
H 4.9416 -4.6415 -1.0842
H 4.6339 -4.0123 -2.9133
H 2.5888 -3.3154 -0.4617
H 2.5846 -5.0854 -1.1309
H 2.1880 -3.9143 -3.5113
H 3.4029 -2.0246 -4.3915
H 3.1573 0.7463 -4.0409
H 1.3106 -2.2692 1.2595
H 0.1044 -3.5999 0.4420
H -0.5936 -2.2753 1.6298
H -1.4560 -0.4339 0.3152
C -5.2656 1.3932 4.9508
O -4.4983 2.3408 4.2309
P -5.0850 2.6330 2.6299
O -4.3520 1.3656 2.1668
O -4.0991 3.9460 2.4900
C -2.7560 3.8745 2.9252
O -5.6717 2.9253 1.0289
C -4.8394 2.6081 -0.0760
H -4.9642 1.4222 5.9994
H -6.3292 1.6369 4.8791
H -5.0863 0.3890 4.5575
H -2.3344 2.8750 2.7873
H -2.6977 4.1619 3.9792
H -2.1634 4.5854 2.3433
H -4.9135 1.5416 -0.3030
H -3.7988 2.8898 0.1133
H -5.1974 3.1698 -0.9443
*
```

What are the Löwdin partial charges on each atom? They are as follows, in elementary charge units: number 1, C, carries -0.134; number 2, C, carries -0.220; number 3, C, carries -0.187; number 4, N, carries -0.009; number 5, N, carries -0.098; number 6, C, carries 0.087; number 7, N, carries 0.110; number 8, C, carries -0.105; number 9, S, carries 0.901; number 10, O, carries -0.307; number 11, O, carries -0.321; number 12, C, carries -0.243; number 13, F, carries 0.050; number 14, F, carries -0.006; number 15, F, carries 0.000; number 16, C, carries 0.142; number 17, B, carries -0.327; number 18, C, carries -0.047; number 19, O, carries 0.026; number 20, H, carries 0.073; number 21, H, carries 0.090; number 22, H, carries 0.073; number 23, H, carries 0.127; number 24, H, carries 0.113; number 25, H, carries 0.120; number 26, H, carries 0.147; number 27, H, carries 0.153; number 28, H, carries 0.178; number 29, H, carries 0.179; number 30, H, carries 0.084; number 31, H, carries 0.102; number 32, H, carries 0.109; number 33, H, carries 0.137; number 34, C, carries -0.146; number 35, O, carries -0.271; number 36, P, carries 0.797; number 37, O, carries -0.288; number 38, O, carries -0.276; number 39, C, carries -0.127; number 40, O, carries -0.313; number 41, C, carries -0.141; number 42, H, carries 0.089; number 43, H, carries 0.080; number 44, H, carries 0.081; number 45, H, carries 0.083; number 46, H, carries 0.087; number 47, H, carries 0.092; number 48, H, carries 0.082; number 49, H, carries 0.081; number 50, H, carries 0.094

---

2.
The following is a DFT calculation (wB97M-V/def2-TZVPD) of C3H8CrO3 as an isolated structure at a distorted geometry.

Output
- Largest force on an atom: 1.08 eV/Å
- Highest occupied orbital energy (alpha / beta): -0.272 / -0.343 Ha
- Energy above the lowest of the compared OMol25 structures with the same formula, charge and spin: 0.000 eV
- Kohn-Sham gap (alpha / beta): 7.766 / 9.380 eV
- Energy: -37803.452 eV
- LUMO energy (alpha / beta): 0.36 / 0.04 eV

The geometry in ORCA input format:
```
! wB97M-V def2-TZVPD RIJCOSX def2/J DEFGRID3
* xyz 0 5
O -1.8211 -0.4091 -1.2059
C -0.8286 -1.3772 -1.0923
C -0.0541 -1.2012 0.2106
O 0.3334 0.1773 0.2858
C 1.1085 0.5229 1.4209
Cr -1.1077 1.2346 -0.6213
H -1.2444 -2.4030 -1.0869
H 0.8470 -1.8328 0.2430
H -0.6940 -1.4180 1.0830
H 1.9790 -0.1434 1.4981
H 1.4465 1.5567 1.2884
H 0.5010 0.4434 2.3348
O -0.5545 2.8183 -1.3527
H -0.0962 -1.3147 -1.9516
H 0.1852 3.3462 -1.0540
*
```

What are the Löwdin partial charges on each atom? They are as follows, in elementary charge units: number 1, O, carries -0.366; number 2, C, carries -0.342; number 3, C, carries -0.188; number 4, O, carries -0.332; number 5, C, carries -0.060; number 6, Cr, carries 0.936; number 7, H, carries 0.120; number 8, H, carries 0.133; number 9, H, carries 0.137; number 10, H, carries 0.103; number 11, H, carries 0.103; number 12, H, carries 0.105; number 13, O, carries -0.433; number 14, H, carries 0.128; number 15, H, carries -0.044

---

3.
The following is a DFT calculation (wB97M-V/def2-TZVPD) of an isolated ion of composition C5H11N2O and charge +1 at a distorted geometry.

Output
- Largest force on an atom: 3.98 eV/Å
- Highest occupied orbital energy: -0.485 Ha
- Structure (SMILES): N/C(=C\[NH3+])CCC=O
- Energy above the lowest of the compared OMol25 structures with the same formula, charge and spin: 3.248 eV
- Kohn-Sham gap: 9.572 eV
- Energy: -10382.357 eV
- LUMO energy: -3.63 eV

The geometry in ORCA input format:
```
! wB97M-V def2-TZVPD RIJCOSX def2/J DEFGRID3
* xyz 1 1
N -0.6479 0.5329 1.0223
C 0.6645 0.3832 0.5068
C 1.6963 0.1024 1.3572
N 1.4746 -0.3282 2.7570
C 0.5998 0.5651 -0.9692
C -0.0599 -0.6236 -1.5897
C -1.4696 -0.3235 -2.2822
O -2.4298 -0.2499 -1.4984
H -1.5154 0.2909 0.3754
H -0.8886 1.0751 1.8177
H 2.8114 0.1963 1.0794
H 1.7048 0.6030 3.2653
H 0.5176 -0.5462 2.7590
H 2.0584 -1.1567 3.0576
H 1.5647 0.7233 -1.4300
H 0.0939 1.5244 -1.0712
H -0.3237 -1.3179 -0.8564
H 0.5581 -1.1073 -2.2270
H -1.5159 -0.3396 -3.3740
*
```

What are the Löwdin partial charges on each atom? They are as follows, in elementary charge units: number 1, N, carries 0.094; number 2, C, carries -0.309; number 3, C, carries -0.074; number 4, N, carries 0.175; number 5, C, carries -0.146; number 6, C, carries -0.121; number 7, C, carries -0.124; number 8, O, carries 0.019; number 9, H, carries 0.148; number 10, H, carries 0.088; number 11, H, carries 0.155; number 12, H, carries 0.217; number 13, H, carries 0.110; number 14, H, carries 0.199; number 15, H, carries 0.125; number 16, H, carries 0.136; number 17, H, carries 0.098; number 18, H, carries 0.080; number 19, H, carries 0.128

---

4.
The following is a DFT calculation (wB97M-V/def2-TZVPD) of C30H29BrN11O2PW as an isolated structure.

Output
- Largest force on an atom: 0.73 eV/Å
- Highest occupied orbital energy (alpha / beta): -0.475 / -0.474 Ha
- Energy above the lowest of the compared OMol25 structures with the same formula, charge and spin: 0.834 eV
- Kohn-Sham gap (alpha / beta): 5.822 / 5.822 eV
- Energy: -133209.264 eV
- LUMO energy (alpha / beta): -7.09 / -7.09 eV

The geometry in ORCA input format:
```
! wB97M-V def2-TZVPD RIJCOSX def2/J DEFGRID3
* xyz 2 1
W -0.0679 -0.5641 -0.9590
O 1.9984 -3.5023 1.5314
C 2.4726 -4.3004 0.5316
C 3.1633 -5.4436 0.9099
C 3.6748 -6.2972 -0.0494
C 3.4909 -6.0352 -1.4033
C 2.7943 -4.9032 -1.7771
C 2.2907 -4.0168 -0.8231
C 1.6863 -2.7476 -1.3239
O 0.6199 -2.2169 -0.4809
N 2.6413 -1.6531 -1.2666
N 1.9588 -0.4195 -1.5518
C 2.0454 0.4253 -0.5076
C 2.1806 1.8784 -0.6337
Br 1.9800 2.6025 -2.3767
C 2.4190 2.6089 0.4642
C 2.5835 4.0512 0.6547
C 3.1894 4.8965 -0.2769
C 3.3146 6.2497 -0.0091
C 2.8342 6.7771 1.1814
C 2.2501 5.9421 2.1244
C 2.1425 4.5868 1.8685
H 1.3659 -2.8823 1.1543
H 3.2870 -5.6431 1.9658
H 4.2142 -7.1818 0.2611
H 3.8829 -6.7080 -2.1524
H 2.6364 -4.6905 -2.8292
H 1.2489 -2.8983 -2.3196
H 3.3745 -1.7764 -1.9598
H 2.4595 0.0203 0.4121
H 2.4698 2.0282 1.3832
H 3.5997 4.4973 -1.1918
H 3.8008 6.8937 -0.7291
H 2.9354 7.8348 1.3842
H 1.8987 6.3456 3.0643
H 1.7132 3.9291 2.6162
C -2.2463 -0.0589 4.3017
N -1.2397 -0.2164 3.2501
C 0.0829 -0.4889 3.4604
C 0.6649 -0.5589 2.2334
N -0.2905 -0.3338 1.2705
C -1.4397 -0.1409 1.9212
P -3.0662 0.1459 1.1542
C -3.0020 -1.3107 0.0572
N -1.9755 -1.6129 -0.7371
C -2.2889 -2.7841 -1.3758
C -3.5230 -3.1812 -0.9660
N -3.9587 -2.2462 -0.0637
C -5.2488 -2.2757 0.6286
C -2.5032 1.3603 -0.0589
N -1.4145 1.2791 -0.8228
C -1.4053 2.4019 -1.6111
C -2.4909 3.1642 -1.3054
N -3.1734 2.4997 -0.3277
C -4.4137 2.9641 0.2962
H -1.7428 -0.1077 5.2621
H -2.7401 0.9051 4.2096
H -2.9795 -0.8603 4.2463
H 0.4948 -0.6165 4.4464
H 1.6889 -0.7952 2.0064
H -1.6220 -3.2574 -2.0753
H -4.1193 -4.0362 -1.2328
H -5.7810 -3.1695 0.3187
H -5.0975 -2.3105 1.7048
H -5.8389 -1.4022 0.3621
H -0.6209 2.5981 -2.3177
H -2.8246 4.1100 -1.6956
H -4.6615 3.9332 -0.1255
H -5.2259 2.2714 0.0880
H -4.2800 3.0702 1.3700
N -0.4421 -0.3793 -2.8212
C -0.2986 0.1093 -3.9245
N -0.1101 0.5247 -5.0270
C -0.5361 1.2466 -6.0419
N -0.8797 1.8724 -6.9439
*
```

What are the Löwdin partial charges on each atom? They are as follows, in elementary charge units: number 1, W, carries 1.733; number 2, O, carries 0.061; number 3, C, carries -0.250; number 4, C, carries 0.007; number 5, C, carries -0.048; number 6, C, carries -0.066; number 7, C, carries -0.032; number 8, C, carries -0.123; number 9, C, carries -0.328; number 10, O, carries -0.320; number 11, N, carries 0.040; number 12, N, carries -0.167; number 13, C, carries -0.317; number 14, C, carries -0.626; number 15, Br, carries 0.879; number 16, C, carries -0.069; number 17, C, carries -0.234; number 18, C, carries -0.055; number 19, C, carries -0.056; number 20, C, carries -0.059; number 21, C, carries -0.067; number 22, C, carries -0.043; number 23, H, carries 0.048; number 24, H, carries 0.128; number 25, H, carries 0.117; number 26, H, carries 0.112; number 27, H, carries 0.120; number 28, H, carries 0.142; number 29, H, carries 0.153; number 30, H, carries 0.104; number 31, H, carries 0.121; number 32, H, carries 0.076; number 33, H, carries 0.115; number 34, H, carries 0.114; number 35, H, carries 0.110; number 36, H, carries 0.109; number 37, C, carries 0.007; number 38, N, carries -0.099; number 39, C, carries 0.005; number 40, C, carries -0.091; number 41, N, carries -0.062; number 42, C, carries -0.429; number 43, P, carries 1.209; number 44, C, carries -0.424; number 45, N, carries -0.091; number 46, C, carries -0.071; number 47, C, carries 0.000; number 48, N, carries -0.098; number 49, C, carries 0.010; number 50, C, carries -0.449; number 51, N, carries -0.064; number 52, C, carries -0.108; number 53, C, carries -0.001; number 54, N, carries -0.104; number 55, C, carries 0.004; number 56, H, carries 0.105; number 57, H, carries 0.096; number 58, H, carries 0.098; number 59, H, carries 0.145; number 60, H, carries 0.110; number 61, H, carries 0.124; number 62, H, carries 0.143; number 63, H, carries 0.105; number 64, H, carries 0.096; number 65, H, carries 0.099; number 66, H, carries 0.030; number 67, H, carries 0.143; number 68, H, carries 0.104; number 69, H, carries 0.097; number 70, H, carries 0.096; number 71, N, carries -0.044; number 72, C, carries -0.239; number 73, N, carries 0.197; number 74, C, carries -0.273; number 75, N, carries 0.194

---

5.
The following is a DFT calculation (wB97M-V/def2-TZVPD) of an isolated ion of composition C20H38NO3 and charge +1 at a distorted geometry.

Output
- Largest force on an atom: 1.26 eV/Å
- Highest occupied orbital energy: -0.471 Ha
- Structure (SMILES): CC[C@@H](C)OC(=O)C[N+](C)(C)CCO[C@@H]1C[C@@H]2CC[C@@]1(C)C2(C)C
- Energy above the lowest of the compared OMol25 structures with the same formula, charge and spin: 0.000 eV
- Kohn-Sham gap: 10.574 eV
- Energy: -28983.765 eV
- LUMO energy: -2.25 eV

The geometry in ORCA input format:
```
! wB97M-V def2-TZVPD RIJCOSX def2/J DEFGRID3
* xyz 1 1
C -5.3912 1.3024 -1.1541
C -5.1066 -0.1816 -0.9532
C -3.9137 -0.4266 -0.0308
C -3.6948 -1.9034 0.2674
O -2.6954 0.1729 -0.5596
C -2.1794 -0.2214 -1.6916
O -2.5774 -1.0749 -2.4409
C -0.9130 0.6207 -1.9569
N 0.0291 0.0529 -2.9541
C 0.3338 -1.3556 -2.6327
C -0.5796 0.1179 -4.2986
C 1.2787 0.8733 -2.9493
C 2.2592 0.5705 -1.8068
O 1.5818 0.5118 -0.5789
C 2.4327 0.4920 0.5657
C 3.1469 -0.8571 0.8003
C 2.7074 -1.2419 2.2199
C 1.2471 -1.6967 2.1259
C 0.4984 -0.3805 1.8427
C 1.6094 0.6883 1.8579
C 1.1007 2.1035 2.0461
C 2.5888 0.1255 2.9240
C 2.0037 0.0491 4.3341
C 3.9171 0.8718 3.0523
H -4.5403 1.8085 -1.6062
H -6.2500 1.4312 -1.8064
H -5.6080 1.7822 -0.2028
H -4.9275 -0.6652 -1.9144
H -5.9738 -0.6592 -0.4969
H -4.0465 0.1303 0.9025
H -4.5405 -2.2827 0.8322
H -3.6085 -2.4741 -0.6536
H -2.7933 -2.0400 0.8610
H -0.3826 0.7483 -1.0097
H -1.2462 1.6043 -2.2985
H -0.5569 -1.9636 -2.7775
H 0.6537 -1.4315 -1.5957
H 1.1214 -1.7202 -3.2889
H -1.5395 -0.3967 -4.2824
H -0.7318 1.1542 -4.5949
H 0.0671 -0.3670 -5.0273
H 1.8069 0.7045 -3.8896
H 0.9825 1.9227 -2.9010
H 2.7995 -0.3677 -1.9973
H 3.0061 1.3790 -1.7957
H 3.1514 1.3131 0.4481
H 4.2283 -0.7616 0.7205
H 2.8238 -1.6062 0.0758
H 3.3653 -1.9655 2.6957
H 0.9211 -2.1557 3.0571
H 1.1079 -2.4333 1.3338
H -0.0176 -0.3973 0.8842
H -0.2469 -0.1610 2.6052
H 0.4202 2.3719 1.2401
H 0.5666 2.1889 2.9884
H 1.9256 2.8118 2.0507
H 2.6384 -0.5799 4.9539
H 0.9989 -0.3547 4.3636
H 1.9812 1.0416 4.7778
H 4.4712 0.9408 2.1230
H 3.7434 1.8800 3.4208
H 4.5457 0.3571 3.7753
*
```

What are the Löwdin partial charges on each atom? They are as follows, in elementary charge units: number 1, C, carries -0.081; number 2, C, carries -0.199; number 3, C, carries -0.317; number 4, C, carries -0.021; number 5, O, carries 0.045; number 6, C, carries -0.472; number 7, O, carries 0.107; number 8, C, carries 0.004; number 9, N, carries -0.301; number 10, C, carries 0.032; number 11, C, carries 0.020; number 12, C, carries -0.068; number 13, C, carries -0.173; number 14, O, carries -0.158; number 15, C, carries -0.248; number 16, C, carries -0.065; number 17, C, carries -0.230; number 18, C, carries -0.117; number 19, C, carries -0.100; number 20, C, carries -0.388; number 21, C, carries 0.003; number 22, C, carries -0.448; number 23, C, carries -0.014; number 24, C, carries -0.014; number 25, H, carries 0.068; number 26, H, carries 0.078; number 27, H, carries 0.081; number 28, H, carries 0.112; number 29, H, carries 0.125; number 30, H, carries 0.156; number 31, H, carries 0.093; number 32, H, carries 0.083; number 33, H, carries 0.084; number 34, H, carries 0.126; number 35, H, carries 0.161; number 36, H, carries 0.112; number 37, H, carries 0.111; number 38, H, carries 0.125; number 39, H, carries 0.108; number 40, H, carries 0.122; number 41, H, carries 0.119; number 42, H, carries 0.147; number 43, H, carries 0.148; number 44, H, carries 0.131; number 45, H, carries 0.147; number 46, H, carries 0.152; number 47, H, carries 0.120; number 48, H, carries 0.117; number 49, H, carries 0.154; number 50, H, carries 0.113; number 51, H, carries 0.110; number 52, H, carries 0.094; number 53, H, carries 0.119; number 54, H, carries 0.083; number 55, H, carries 0.090; number 56, H, carries 0.088; number 57, H, carries 0.097; number 58, H, carries 0.077; number 59, H, carries 0.090; number 60, H, carries 0.076; number 61, H, carries 0.090; number 62, H, carries 0.096